(1)
This record from the Open Molecules 2025 dataset describes C22H26N4OS in the gas phase. The level of theory is ωB97M-V/def2-TZVPD.

Structure (XYZ):
```
54
Properties=species:S:1:pos:R:3:mulliken_charge:R:1
O 3.74571 -1.03856 -2.09233 -0.6951
H 1.46526 -2.12706 -0.32165 0.3127
H 2.37621 1.59671 -4.04429 0.3429
C 0.62036 -3.52392 -3.50498 -0.6750
H -2.22888 -2.29229 1.75142 0.3031
H -1.01166 4.24112 0.60800 0.2851
C 0.32030 -1.13913 -3.65828 0.5676
S -0.48418 2.47380 -1.33542 -0.4733
H -2.47176 2.88148 6.05760 0.4030
C -0.40144 -3.60152 -2.57351 -0.5569
H 2.51509 0.67101 0.30723 0.3283
C -1.68157 4.37284 3.13389 -0.7348
H 3.49451 -0.80800 0.42241 0.4352
C 2.12546 0.59011 -3.69219 -0.8836
C -1.06305 -2.44989 -2.18584 -0.3944
H -0.68169 -4.55706 -2.15308 0.4104
H 1.03014 -0.43646 2.18342 0.2345
C 0.73804 0.19228 -4.21578 -1.1063
H -1.81623 -0.58276 3.39698 0.1814
H -1.20884 -0.32665 -2.40318 0.3004
H -1.39208 -1.25938 0.56405 0.1884
C 0.97422 -2.30212 -4.04632 -0.2604
C -1.40256 -1.59078 1.60083 -0.6925
H 0.01845 0.95764 -3.91983 0.3304
H -0.00342 -3.19028 1.36715 0.4418
H 0.52184 -0.63670 -0.23853 -0.4149
C 2.91601 -0.32063 -1.56831 0.5641
H 2.02354 -1.88914 2.10213 0.4787
H -2.16069 0.87715 4.70560 0.3107
N -1.12046 1.00756 0.73661 -0.1766
H 2.88889 -0.11149 -4.03606 0.4823
H 1.42616 1.07416 -1.77952 -0.1263
H -1.86797 -2.50743 -1.46606 0.4086
C -0.07855 -2.27408 1.95422 -0.7332
N -1.14755 3.33167 1.03084 -0.0307
H -0.09373 -2.55300 3.01188 0.3980
C 1.37436 -1.16496 0.18745 0.5553
C -2.02159 1.84592 4.24893 -0.3243
C -1.49746 3.23376 2.34531 0.0262
C -1.66939 1.94977 2.90187 1.0741
C -0.94575 2.22770 0.23075 -0.2335
C -0.69836 -1.22544 -2.71882 -0.1114
H 1.14231 -4.41917 -3.81035 0.3884
H -1.54655 5.34811 2.69063 0.4057
C 2.63969 -0.34476 -0.07253 -0.9066
N 2.15949 0.55891 -2.25056 0.0398
C -2.19951 2.97578 5.01797 -0.9718
N -1.64714 -0.42545 2.41635 0.0255
H 1.77001 -2.24909 -4.77469 0.3723
H -2.17150 5.11859 5.06711 0.4023
C -1.46248 0.82813 1.99153 0.4671
C 1.14410 -1.39899 1.67822 -0.8709
H 0.77562 0.15312 -5.30651 0.4016
C -2.02973 4.23887 4.45824 -0.4934
```

Properties
energy relative to the best compared isomer or geometry (same formula, charge and spin): 0.00 kcal/mol
F_max: 0.8 eV Å⁻¹
M: 394.5 g mol⁻¹
E_HOMO: -8.323 eV
orbital gap: 7.942 eV
energy: -1546.4688 a.u.

---

(2)
This record from the Open Molecules 2025 dataset describes C5H9NS2 as an isolated structure in a non-equilibrium geometry. The level of theory is ωB97M-V/def2-TZVPD.

Structure (XYZ):
```
17
Properties=species:S:1:pos:R:3:mulliken_charge:R:1
C -0.08168 -0.67341 1.90013 -1.1468
H 0.67188 0.06041 2.30517 0.3204
H 3.14135 -0.35203 -1.06272 0.3998
H 0.50171 -1.68773 1.88624 0.2689
H -2.17908 1.38131 -1.16875 0.2972
H 2.63817 -0.02162 0.56599 0.3307
C -0.19282 1.12324 0.24572 0.0925
H -1.02965 -0.93472 2.58951 0.3396
S 0.95091 -1.09976 -0.90301 -0.0714
C -0.53571 -0.16218 0.63806 0.5638
H -1.31327 -0.14712 -2.06427 0.2738
N 0.12713 2.14040 -0.18402 -0.5019
H 2.25924 0.88389 -0.85104 0.3608
S -2.17196 -0.62314 0.11181 -0.0403
C 2.35825 -0.07182 -0.42990 -1.0096
C -2.11275 0.26336 -1.47139 -0.8065
H -3.03173 -0.07906 -2.10754 0.3291
```

Properties
energy relative to the best compared isomer or geometry (same formula, charge and spin): 66.93 kcal/mol
F_max: 4.5 eV Å⁻¹
M: 147.3 g mol⁻¹
E_HOMO: -8.857 eV
orbital gap: 8.223 eV
energy: -1046.9417 a.u.